Computed, not measured: 11 unconnected molecules or ions with the total composition C36H71N11O8 in a non-equilibrium geometry, with the ωB97M-V functional and the def2-TZVPD basis.

The geometry in XYZ format:
```
126
C36H71N11O8 | the OMol25 dataset | the ωB97M-V functional and the def2-TZVPD basis
C -2.14 6.10 1.72
C -2.40 5.75 0.38
C -2.52 4.39 0.31
N -2.36 3.88 1.57
C -2.13 4.90 2.44
H -2.07 7.10 2.12
H -2.48 6.49 -0.43
H -2.54 3.82 -0.59
H -2.25 2.89 1.83
H -2.06 4.76 3.50
C -2.61 -5.46 2.01
C -2.50 -4.12 2.40
C -2.39 -3.36 1.22
N -2.36 -4.23 0.14
C -2.59 -5.50 0.63
H -2.72 -6.34 2.60
H -2.64 -3.64 3.39
H -2.34 -2.27 1.12
H -2.31 -3.94 -0.84
H -2.73 -6.31 -0.07
C 3.93 -1.67 -3.58
C 4.36 -0.85 -4.62
C 3.53 0.26 -4.68
N 2.72 0.20 -3.51
C 3.00 -0.94 -2.84
H 4.33 -2.58 -3.11
H 5.09 -1.02 -5.40
H 3.56 1.10 -5.37
H 2.08 0.90 -3.11
H 2.51 -1.17 -1.91
C -0.33 -2.86 -3.09
N -1.39 -2.03 -3.67
C -1.13 -0.61 -3.80
C -2.47 -2.53 -4.33
O -3.33 -1.91 -4.89
H 0.60 -2.91 -3.69
H -0.63 -3.90 -2.93
H -0.09 -2.48 -2.09
H -0.17 -0.44 -4.33
H -1.90 -0.12 -4.42
H -0.94 -0.08 -2.91
H -2.47 -3.66 -4.31
C -5.19 3.06 4.18
N -4.89 1.70 4.52
C -5.15 1.31 5.88
C -4.01 0.96 3.77
O -3.63 -0.13 4.08
H -4.75 3.23 3.21
H -4.85 3.83 4.89
H -6.29 3.18 4.11
H -4.94 0.28 6.01
H -4.73 1.91 6.71
H -6.21 1.36 6.09
H -3.76 1.42 2.81
C 3.62 -0.69 3.32
N 4.47 -1.84 3.41
C 3.88 -3.03 3.91
C 5.82 -1.67 3.23
O 6.34 -0.66 2.83
H 4.12 0.19 3.70
H 2.74 -0.78 3.95
H 3.22 -0.57 2.32
H 4.64 -3.77 4.00
H 3.29 -2.89 4.83
H 3.17 -3.44 3.17
H 6.36 -2.63 3.42
C -4.25 -0.87 -1.70
N -4.21 0.53 -1.79
C -4.21 1.25 -0.47
C -4.07 1.15 -3.00
O -3.96 2.33 -3.17
H -4.45 -1.35 -2.71
H -4.95 -1.32 -0.96
H -3.27 -1.25 -1.35
H -4.41 2.32 -0.55
H -5.00 0.77 0.15
H -3.26 1.21 0.07
H -4.24 0.42 -3.81
C 0.46 5.25 -4.30
N 1.04 4.01 -3.76
C 2.43 3.83 -4.02
C 0.33 3.04 -3.15
O 0.76 1.99 -2.70
H -0.58 5.36 -4.03
H 0.45 5.21 -5.39
H 1.02 6.12 -3.96
H 2.77 2.90 -3.54
H 2.57 3.69 -5.08
H 2.97 4.74 -3.81
H -0.74 3.29 -3.01
C 3.38 -6.20 0.81
N 2.65 -5.07 0.30
C 1.20 -5.15 0.36
C 3.23 -3.87 -0.12
O 2.55 -2.91 -0.39
H 3.07 -6.55 1.82
H 4.47 -6.05 0.85
H 3.19 -7.08 0.18
H 0.87 -4.93 1.40
H 0.73 -4.25 -0.09
H 0.75 -6.07 -0.02
H 4.32 -4.01 -0.15
C 2.61 4.04 0.37
N 3.46 2.90 0.77
C 3.77 2.05 -0.35
C 3.59 2.52 2.06
O 3.14 3.12 3.00
H 1.80 3.76 -0.31
H 3.20 4.85 -0.09
H 2.11 4.47 1.24
H 2.87 1.85 -0.89
H 4.52 2.44 -1.02
H 4.11 1.14 0.08
H 4.31 1.69 2.12
C 0.52 -1.56 1.28
N -0.05 -0.20 1.20
C 0.46 0.66 0.21
C -1.04 0.21 2.03
O -1.51 1.35 1.97
H 1.57 -1.57 1.54
H 0.45 -2.10 0.34
H -0.02 -2.12 2.02
H -0.25 0.87 -0.56
H 0.90 1.55 0.61
H 1.29 0.21 -0.38
H -1.38 -0.54 2.71
```

Energy above the lowest of the compared OMol25 structures with the same formula, charge and spin = 293.1 kJ/mol
HOMO-LUMO gap = 0.2955 Eh
SMILES = c1cc[nH]c1.c1cc[nH]c1.c1cc[nH]c1.CN(C)C=O.CN(C)C=O.CN(C)C=O.CN(C)C=O.CN(C)C=O.CN(C)C=O.CN(C)C=O.CN(C)C=O
2S+1 = 1
Max |F| = 3.0 eV/A
Net charge = 0
HOMO level = -7.7 eV

Here are the Mulliken charges for atoms 1 to 5, given in e: C -0.81; C -0.50; C -0.77; N 0.79; C -0.55

=====

Computed, not measured: a molecular structure, C36H72Cl2NiO21 in a non-equilibrium geometry, with the ωB97M-V functional and the def2-TZVPD basis.

The geometry in XYZ format:
```
132
C36H72Cl2NiO21 | the OMol25 dataset | the ωB97M-V functional and the def2-TZVPD basis
Ni 2.15 1.37 1.77
Cl 0.16 0.51 0.59
Cl 4.02 2.44 2.81
C -3.52 -6.98 -3.86
C -3.53 -6.69 -2.37
O -2.90 -5.46 -2.07
C -3.19 -4.67 -1.03
O -4.14 -4.82 -0.25
O -2.27 -3.63 -0.99
C -2.37 -2.49 -0.18
H -4.01 -7.90 -4.17
H -2.49 -7.10 -4.20
H -3.89 -6.11 -4.40
H -3.10 -7.54 -1.84
H -4.58 -6.63 -2.07
H -3.07 -1.80 -0.66
H -1.40 -2.00 -0.18
H -2.65 -2.73 0.85
C -2.91 3.14 3.53
C -1.68 3.05 2.64
O -1.02 4.24 2.50
C 0.24 4.31 2.01
O 1.06 3.37 1.76
O 0.50 5.58 1.67
C 1.71 6.01 1.09
H -3.48 2.22 3.44
H -3.53 4.02 3.33
H -2.44 3.28 4.50
H -1.86 2.58 1.66
H -1.00 2.31 3.07
H 1.91 5.57 0.11
H 2.57 5.82 1.73
H 1.59 7.09 0.98
C 6.96 -1.63 1.43
C 5.72 -1.15 2.29
O 4.70 -2.13 2.09
C 3.43 -1.72 1.86
O 3.02 -0.55 1.68
O 2.78 -2.82 1.65
C 1.44 -2.84 1.19
H 6.92 -1.31 0.39
H 7.08 -2.71 1.45
H 7.86 -1.17 1.82
H 5.50 -0.15 1.93
H 5.87 -1.01 3.36
H 1.32 -2.52 0.16
H 0.77 -2.27 1.83
H 1.01 -3.84 1.18
C 0.11 -2.20 4.81
C -0.62 -1.03 4.28
O -0.28 0.12 5.03
C 0.72 0.92 4.70
O 1.23 0.97 3.63
O 0.99 1.64 5.82
C 1.92 2.71 5.82
H -0.22 -3.03 4.18
H -0.07 -2.43 5.86
H 1.19 -2.09 4.67
H -1.66 -1.35 4.30
H -0.50 -0.88 3.21
H 2.88 2.22 5.98
H 1.80 3.43 6.63
H 1.83 3.21 4.85
C -6.26 3.58 6.32
C -6.47 2.46 5.30
O -6.12 2.78 3.99
C -6.20 1.81 3.06
O -6.58 0.67 3.24
O -5.73 2.30 1.91
C -5.42 1.37 0.87
H -6.59 4.56 5.99
H -5.19 3.71 6.47
H -6.69 3.37 7.29
H -7.50 2.08 5.31
H -5.93 1.60 5.69
H -4.44 0.96 1.09
H -5.36 1.96 -0.05
H -6.21 0.62 0.80
C 1.79 1.35 -4.40
C 2.12 1.55 -2.95
O 3.40 1.10 -2.58
C 3.81 1.21 -1.21
O 3.12 1.58 -0.27
O 5.04 0.67 -1.05
C 5.91 0.56 -2.18
H 0.80 1.71 -4.68
H 1.83 0.34 -4.81
H 2.51 1.95 -4.97
H 1.35 1.10 -2.32
H 2.06 2.61 -2.72
H 6.27 1.49 -2.62
H 5.51 -0.11 -2.94
H 6.78 0.11 -1.72
C -1.22 3.09 -2.20
C -1.54 3.66 -3.56
C -0.50 4.69 -3.78
O 0.46 4.57 -2.76
C -0.11 3.99 -1.60
H -0.88 2.08 -2.41
H -2.14 3.08 -1.62
H -2.51 4.16 -3.55
H -1.63 2.91 -4.34
H -0.93 5.68 -3.71
H -0.12 4.57 -4.80
H -0.50 4.74 -0.91
H 0.65 3.41 -1.07
C -1.24 -0.98 -5.55
C -1.32 -0.73 -4.08
C -2.81 -0.59 -3.88
O -3.33 -1.61 -4.70
C -2.32 -2.10 -5.59
H -0.22 -1.27 -5.80
H -1.50 -0.14 -6.20
H -0.78 0.13 -3.66
H -0.90 -1.54 -3.48
H -3.15 0.41 -4.16
H -2.96 -0.84 -2.83
H -2.71 -2.29 -6.59
H -1.91 -3.04 -5.19
C 3.18 -3.16 -1.93
C 3.75 -4.30 -1.10
C 4.24 -5.25 -2.25
O 4.26 -4.50 -3.47
C 4.09 -3.14 -3.15
H 3.09 -2.15 -1.52
H 2.13 -3.42 -2.10
H 2.98 -4.77 -0.49
H 4.58 -3.96 -0.47
H 3.58 -6.10 -2.36
H 5.25 -5.57 -1.99
H 3.77 -2.67 -4.07
H 5.07 -2.87 -2.76
```

Energy above the lowest of the compared OMol25 structures with the same formula, charge and spin = 9.5 kJ/mol
HOMO-LUMO gap (spin up / spin down) = 0.3425 / 0.3403 Eh
2S+1 = 3
Max |F| = 3.8 eV/A
<S²> = 2.003
Net charge = 0
HOMO level (spin up / spin down) = -8.8 / -8.8 eV

Here are the Mulliken charges for atoms 1 to 5, given in e: Ni 1.42; Cl -0.57; Cl -0.59; C -1.15; C -0.22

=====

Computed, not measured: a molecular structure, C36H72Hg2N4O4 in a non-equilibrium geometry, with the ωB97M-V functional and the def2-TZVPD basis.

The geometry in XYZ format:
```
118
C36H72Hg2N4O4 | the OMol25 dataset | the ωB97M-V functional and the def2-TZVPD basis
Hg 1.42 -0.34 2.31
Hg -1.74 0.15 -2.63
C 2.33 -4.55 -2.96
C 1.23 -3.63 -3.54
C 0.69 -3.91 -4.96
C -0.20 -5.11 -5.02
C -1.45 -4.88 -4.18
C -1.08 -4.59 -2.65
N 0.02 -3.54 -2.62
O 0.23 -2.89 -1.40
C -0.67 -5.96 -2.01
C -2.34 -4.06 -1.90
C 1.99 -2.21 -3.58
H 1.83 -5.48 -2.70
H 2.87 -4.14 -2.11
H 3.00 -4.89 -3.75
H 1.58 -4.01 -5.59
H 0.21 -3.01 -5.34
H 0.23 -6.09 -4.85
H -0.62 -5.05 -6.03
H -1.98 -5.83 -4.23
H -2.18 -4.15 -4.53
H -0.53 -5.71 -0.96
H 0.18 -6.48 -2.44
H -1.53 -6.63 -2.01
H -3.18 -4.69 -2.20
H -2.67 -3.06 -2.18
H -2.22 -4.17 -0.82
H 2.86 -2.38 -4.21
H 2.42 -1.94 -2.61
H 1.43 -1.33 -3.90
C 7.00 -1.59 5.88
C 6.23 -1.96 4.53
C 6.91 -3.21 3.96
C 6.73 -4.50 4.72
C 5.23 -4.79 4.72
C 4.35 -3.68 5.24
N 4.80 -2.39 4.75
O 4.00 -1.25 5.20
C 4.21 -3.72 6.74
C 2.93 -4.04 4.60
C 6.30 -0.87 3.32
H 8.05 -1.42 5.67
H 6.79 -2.20 6.76
H 6.61 -0.60 6.12
H 7.96 -3.15 3.66
H 6.57 -3.37 2.93
H 7.05 -4.49 5.76
H 7.26 -5.31 4.23
H 5.23 -5.59 5.47
H 4.86 -5.37 3.88
H 3.66 -2.94 7.26
H 5.14 -3.92 7.28
H 3.76 -4.70 6.89
H 2.90 -4.37 3.56
H 2.07 -3.37 4.56
H 2.45 -4.91 5.04
H 7.28 -0.84 2.84
H 6.04 0.10 3.74
H 5.60 -1.01 2.50
C -0.91 5.32 1.82
C -0.32 4.24 2.84
C -0.22 4.91 4.29
C -1.56 4.93 5.00
C -2.17 3.58 5.09
C -2.37 2.83 3.67
N -1.17 2.97 2.82
O -1.19 2.40 1.49
C -3.66 3.46 2.94
C -2.51 1.31 4.10
C 1.17 3.65 2.61
H -0.81 5.21 0.74
H -0.47 6.27 2.15
H -1.95 5.53 2.08
H 0.13 5.94 4.27
H 0.48 4.34 4.90
H -2.12 5.60 4.35
H -1.36 5.47 5.92
H -3.06 3.66 5.71
H -1.45 2.96 5.63
H -4.18 4.16 3.58
H -4.42 2.70 2.75
H -3.66 4.03 2.02
H -1.52 0.84 4.14
H -3.08 0.83 3.31
H -3.11 1.25 5.01
H 1.90 4.47 2.67
H 1.38 3.26 1.61
H 1.52 2.91 3.33
C -3.32 4.02 -7.15
C -2.94 3.63 -5.71
C -2.90 4.96 -4.84
C -4.37 5.44 -4.67
C -5.10 4.46 -3.84
C -5.15 2.93 -4.42
N -3.76 2.65 -4.95
O -3.62 1.31 -5.51
C -6.30 2.92 -5.43
C -5.56 2.04 -3.19
C -1.39 3.19 -5.82
H -4.39 4.21 -7.06
H -3.25 3.16 -7.82
H -2.89 4.83 -7.74
H -2.32 5.71 -5.36
H -2.37 4.74 -3.91
H -4.86 5.69 -5.61
H -4.41 6.42 -4.18
H -6.13 4.82 -3.85
H -4.97 4.57 -2.77
H -7.25 2.82 -4.90
H -6.01 2.06 -6.02
H -6.31 3.85 -6.01
H -5.59 1.04 -3.62
H -6.58 2.08 -2.81
H -4.76 1.94 -2.46
H -1.07 2.24 -6.23
H -0.97 3.30 -4.82
H -0.88 3.99 -6.37
```

Energy above the lowest of the compared OMol25 structures with the same formula, charge and spin = 799.4 kJ/mol
HOMO-LUMO gap = 0.0692 Eh
2S+1 = 1
Max |F| = 6.3 eV/A
Net charge = 0
HOMO level = -5.3 eV

Here are the Mulliken charges for atoms 1 to 5, given in e: Hg 0.06; Hg 0.08; C -1.36; C 0.99; C -1.09